<one>
12
Properties=species:S:1:pos:R:3 method="wB97M-V/def2-TZVPD" smiles=CSC.O charge=0 homo_energy_ev=-8.57
C -0.170 0.179 -1.587
S -0.186 -1.487 -1.117
C 0.415 -1.542 0.591
H 0.733 0.769 -1.201
H -0.991 0.847 -1.308
H -0.209 0.326 -2.719
H 0.847 -2.557 0.759
H 1.191 -0.798 0.451
H -0.572 -1.421 1.242
H -0.491 1.893 2.397
H -0.370 1.481 0.986
O -0.198 2.309 1.507

***

<two>
12
Properties=species:S:1:pos:R:3 method="wB97M-V/def2-TZVPD" smiles=CSC.O charge=0 homo_energy_ev=-8.36
C 1.142 0.402 1.002
S -0.043 1.556 0.208
C -1.555 0.522 -0.049
H 1.205 0.736 2.066
H 2.193 0.541 0.694
H 0.758 -0.594 1.092
H -1.254 -0.464 -0.320
H -2.028 0.268 0.924
H -2.421 0.942 -0.553
H 0.307 -1.187 -2.436
H 1.236 -1.214 -1.085
O 0.460 -1.508 -1.544

***

Of them, the most stable is <two> and the least stable is <one>.

***

<one>
12
Properties=species:S:1:pos:R:3 method="wB97M-V/def2-TZVPD" smiles=CCS.O charge=0 homo_energy_ev=-9.03
S -0.682 1.596 0.185
C -0.351 -0.417 1.894
C -0.922 -0.166 0.522
H -1.488 2.172 1.103
H -1.008 -0.131 2.732
H 0.621 0.090 2.019
H -0.186 -1.507 1.932
H -1.936 -0.595 0.407
H -0.253 -0.687 -0.188
O 1.978 0.228 -3.716
H 2.549 -0.498 -4.055
H 1.676 -0.085 -2.834

***

<two>
12
Properties=species:S:1:pos:R:3 method="wB97M-V/def2-TZVPD" smiles=CO.CS charge=0 homo_energy_ev=-9.06
C -0.173 -1.524 -2.904
S 0.645 -2.528 -1.541
H -0.994 -0.710 -2.586
H 0.537 -0.937 -3.438
H -0.758 -2.271 -3.497
H 1.430 -1.481 -1.202
C -0.411 1.800 2.437
O 0.849 1.220 2.334
H -0.333 2.385 1.484
H -1.183 0.982 2.547
H -0.619 2.530 3.313
H 1.010 0.534 3.055

***

Of them, the most stable is <one> and the least stable is <two>.

***

<one>
21
Properties=species:S:1:pos:R:3 method="wB97M-V/def2-TZVPD" smiles=C#C[N@H+]1C[C@H](C)C[C@@H]1O charge=+1 homo_energy_ev=-14.98
C -2.484 1.556 1.862
C -1.790 0.794 1.242
C 1.627 -0.405 0.166
C -0.509 0.804 -0.667
C 0.817 0.073 -1.167
C 0.668 -0.147 1.287
C 0.456 -1.118 -2.107
N -0.903 0.102 0.464
O 0.529 -1.166 2.237
H -3.226 2.234 2.165
H 2.013 -1.428 0.291
H 2.464 0.316 0.291
H -0.374 1.820 -0.428
H -1.225 0.803 -1.483
H 1.401 0.730 -1.740
H 0.718 0.796 1.861
H -0.140 -1.988 -1.775
H 1.400 -1.454 -2.417
H 0.027 -0.737 -3.018
H -1.430 -0.807 0.127
H -0.041 -0.776 2.810

***

<two>
21
Properties=species:S:1:pos:R:3 method="wB97M-V/def2-TZVPD" charge=+1 homo_energy_ev=-13.46
C 0.433 -3.471 -0.241
C 0.891 -2.270 -0.125
C 1.180 -1.020 -0.171
C -3.041 1.353 0.306
C 2.024 0.810 1.048
C 1.675 0.907 -1.366
C -2.247 0.093 0.104
N 1.599 0.174 -0.199
O -1.057 -0.062 0.240
H 0.238 -4.212 -1.135
H -2.540 1.925 1.036
H -3.059 2.046 -0.601
H -3.944 0.942 0.679
H 1.972 1.984 1.071
H 3.065 0.514 1.320
H 1.466 0.337 1.795
H 0.845 1.686 -1.244
H 1.622 0.381 -2.434
H 2.647 1.431 -1.360
H -2.904 -0.653 -0.527
H 0.347 -4.000 0.714

***

Of them, the most stable is <one> and the least stable is <two>.

***

<one>
13
Properties=species:S:1:pos:R:3 method="wB97M-V/def2-TZVPD" smiles="C[S@]12=N[C@H]1C=2CI" charge=0 homo_energy_ev=-7.85
C 0.297 1.064 1.312
C 0.210 -0.361 0.523
C -1.913 0.153 -1.288
C 1.328 -1.218 0.525
N -0.270 1.867 0.499
S -0.173 0.746 -0.854
I 3.334 -0.316 -0.177
H 0.775 1.348 2.322
H -2.049 0.415 -2.393
H -2.637 0.867 -0.760
H -1.855 -0.822 -0.900
H 1.178 -2.022 -0.241
H 1.776 -1.721 1.435

***

<two>
13
Properties=species:S:1:pos:R:3 method="wB97M-V/def2-TZVPD" charge=0 homo_energy_ev="-7.56 / -7.56"
C 0.488 -2.255 1.694
C 0.720 -0.984 1.101
C 1.637 -2.301 -1.576
C -2.285 -0.136 3.669
N 0.354 -3.097 0.702
S 0.178 -1.930 -0.490
I -1.031 0.315 1.980
H 0.462 -2.455 2.796
H 1.357 -2.725 -2.461
H 2.203 -2.994 -0.969
H 2.194 -1.356 -1.610
H -2.807 -1.081 3.738
H -1.647 -0.251 4.633

***

Of them, the most stable is <one> and the least stable is <two>.

***

<one>
9
Properties=species:S:1:pos:R:3 method="wB97M-V/def2-TZVPD" charge=0 homo_energy_ev="-7.38 / -8.17"
C 1.187 -0.123 -0.464
O 0.247 -0.432 0.442
Si -1.082 -1.085 0.977
H 0.989 0.499 -1.273
H 2.110 -0.019 0.089
H 0.127 2.183 -0.870
H -0.965 -2.082 1.985
H -1.856 -1.485 -0.147
H -0.757 2.545 -0.739

***

<two>
9
Properties=species:S:1:pos:R:3 method="wB97M-V/def2-TZVPD" smiles=OC[SiH3] charge=0 homo_energy_ev=-10.14
C 0.611 0.473 0.005
O 1.595 -0.597 0.095
Si -1.211 -0.325 -0.055
H 0.741 1.108 -0.940
H 0.801 1.158 0.844
H 2.536 -0.477 0.420
H -1.595 -1.369 0.854
H -2.211 0.725 0.361
H -1.270 -0.696 -1.585

***

Of them, the most stable is <two> and the least stable is <one>.

***

<one>
49
Properties=species:S:1:pos:R:3 method="wB97M-V/def2-TZVPD" smiles="CC(=O)Nc1ccc(SCC(=O)c2cc(C)n(-c3ccccc3)c2C)cc1" charge=0 homo_energy_ev=-8.09
C 6.455 2.700 1.327
C 5.752 1.388 1.618
O 6.333 0.391 1.973
N 4.400 1.479 1.435
C 3.420 0.497 1.593
C 3.720 -0.823 1.916
C 2.701 -1.747 2.046
C 1.384 -1.364 1.858
C 1.074 -0.050 1.549
C 2.089 0.875 1.414
H 1.850 1.899 1.161
H 0.044 0.239 1.407
S 0.081 -2.581 1.960
C 0.224 -3.213 0.247
C 0.103 -2.052 -0.718
O 1.072 -1.690 -1.362
C -1.189 -1.401 -0.766
C -1.465 -0.218 -1.443
N -2.768 0.098 -1.218
C -3.347 -0.865 -0.414
C -2.399 -1.798 -0.126
H -2.546 -2.668 0.480
C -4.783 -0.818 -0.027
H -5.396 -0.465 -0.856
H -4.946 -0.154 0.822
H -5.111 -1.814 0.258
C -3.440 1.221 -1.744
C -4.006 2.160 -0.889
C -4.672 3.254 -1.411
C -4.772 3.419 -2.782
C -4.203 2.487 -3.634
C -3.539 1.388 -3.120
H -3.104 0.651 -3.778
H -4.280 2.613 -4.704
H -5.292 4.274 -3.186
H -5.110 3.981 -0.744
H -3.913 2.033 0.179
C -0.549 0.644 -2.227
H -0.844 1.691 -2.162
H -0.543 0.350 -3.277
H 0.465 0.516 -1.853
H -0.579 -3.937 0.127
H 1.195 -3.696 0.134
H 2.931 -2.773 2.291
H 4.746 -1.118 2.058
H 4.043 2.381 1.151
H 7.521 2.575 1.491
H 6.284 2.996 0.294
H 6.081 3.482 1.985

***

<two>
49
Properties=species:S:1:pos:R:3 method="wB97M-V/def2-TZVPD" smiles="O=C1/C(=C/c2cccc(OCCCc3ccccc3)c2)N=C2SCCCN12" charge=0 homo_energy_ev=-7.93
O 1.327 -2.120 -5.266
N 1.028 -1.531 -1.805
O 1.234 2.778 0.908
S -0.010 -3.831 -0.874
C 1.539 -2.092 -4.052
C 0.837 -2.842 -2.011
C 1.470 -1.098 -3.068
C 1.757 0.254 -3.285
C -4.020 0.512 4.765
C 1.147 3.880 -2.582
C -3.341 1.432 5.597
C -3.638 0.254 3.438
C 0.979 3.893 -1.187
C 1.481 2.641 -3.163
C 1.354 1.522 -1.119
C -2.386 2.188 5.009
C -2.674 1.068 2.904
C 1.198 2.732 -0.485
C 1.464 1.462 -2.481
C -1.969 1.976 3.682
N 1.162 -3.187 -3.323
C 0.815 1.673 1.842
C 0.916 -5.341 -1.473
C -0.969 2.874 3.129
C 1.311 -4.560 -3.874
C 0.471 2.294 3.249
C 0.566 -5.555 -2.964
H 2.111 0.481 -4.244
H -4.720 -0.125 5.249
H 0.725 4.589 -3.277
H -3.490 1.686 6.588
H -4.056 -0.599 2.987
H 0.591 4.764 -0.738
H 1.626 2.640 -4.202
H 1.291 0.626 -0.561
H -1.850 2.862 5.588
H -2.402 1.034 1.788
H 0.014 1.122 1.407
H 1.630 0.934 2.136
H 2.030 -5.335 -1.270
H 0.475 -6.123 -0.904
H -1.220 3.133 2.087
H -1.016 3.823 3.652
H 0.738 -4.652 -4.868
H 2.354 -4.852 -4.072
H 1.150 3.111 3.477
H 0.558 1.587 4.036
H -0.508 -5.450 -3.190
H 0.919 -6.534 -3.183

***

Of them, the most stable is <one> and the least stable is <two>.

***

<one>
16
Properties=species:S:1:pos:R:3 method="wB97M-V/def2-TZVPD" smiles="N/C=C/N.O.O" charge=0 homo_energy_ev=-7.33
C 0.143 0.317 0.201
C 0.637 1.503 -0.147
N 1.403 2.247 0.790
N -0.737 -0.440 -0.562
H 0.361 -0.061 1.203
H 0.686 2.076 -1.061
H 1.992 1.791 1.459
H 1.381 3.238 0.927
H -1.190 0.001 -1.330
H -0.903 -1.400 -0.319
H -1.968 -1.038 2.264
H -2.695 -0.699 1.074
O -2.636 -1.459 1.685
H 2.156 -1.985 -1.655
H 0.672 -1.629 -1.397
O 1.381 -1.516 -2.037

***

<two>
16
Properties=species:S:1:pos:R:3 method="wB97M-V/def2-TZVPD" smiles="[H]/N=C/NC.O.O" charge=0 homo_energy_ev=-8.74
C 0.109 0.444 2.777
N 0.273 0.162 1.335
C -0.197 -0.890 0.679
N -0.705 -0.894 -0.512
H 0.720 1.352 3.050
H -0.878 0.460 3.066
H 0.570 -0.333 3.261
H 0.283 0.953 0.623
H -0.057 -1.849 1.240
H -1.420 -1.642 -0.420
H -0.160 -1.231 -2.305
H -0.071 -1.267 -3.885
O 0.169 -0.707 -3.112
H 0.552 2.610 -1.964
H 0.160 1.096 -2.223
O 0.654 1.736 -1.610

***

Of them, the most stable is <two> and the least stable is <one>.

***

<one>
6
Properties=species:S:1:pos:R:3 method="wB97M-V/def2-TZVPD" charge=0 homo_energy_ev="-8.34 / -8.21"
C -1.082 0.571 0.201
F -1.255 1.885 -0.117
Si 0.722 -0.231 0.064
P 3.150 -0.567 -0.067
H 0.315 -1.641 0.221
H -1.850 -0.017 -0.301

***

<two>
6
Properties=species:S:1:pos:R:3 method="wB97M-V/def2-TZVPD" smiles="FC1=P[SiH2]1" charge=0 homo_energy_ev=-8.62
C -0.963 0.263 0.073
F -1.709 1.328 0.055
Si 0.791 -0.101 0.054
P -1.572 -1.331 -0.048
H 1.554 -0.235 -1.190
H 1.898 0.076 1.056

***

<three>
6
Properties=species:S:1:pos:R:3 method="wB97M-V/def2-TZVPD" charge=0 homo_energy_ev=-8.69
C -1.952 -0.245 -0.016
F -2.089 -1.528 0.001
Si 2.598 0.315 -0.021
P -1.834 1.299 0.015
H 1.367 1.149 -0.136
H 1.910 -0.990 0.157

***

Of them, the most stable is <two> and the least stable is <one>.

***

<one>
13
Properties=species:S:1:pos:R:3 method="wB97M-V/def2-TZVPD" smiles="CC[C@H](F)C=S" charge=0 homo_energy_ev=-8.94
C -0.664 1.329 -0.702
C -0.645 0.331 0.486
C 0.133 -0.921 0.042
C 1.515 -0.891 0.387
H 0.333 1.530 -1.038
H -1.071 2.231 -0.210
H -1.201 0.894 -1.551
H -0.406 0.744 1.452
H -1.728 0.014 0.675
H -0.127 -1.197 -1.004
H 1.959 0.099 0.023
F -0.510 -1.986 0.734
S 2.412 -2.177 0.706

***

<two>
13
Properties=species:S:1:pos:R:3 method="wB97M-V/def2-TZVPD" smiles="C=CF.CC=S" charge=0 homo_energy_ev=-8.86
C -1.562 1.141 0.455
C -0.084 0.946 0.552
C 0.434 -1.366 -0.687
C 1.690 -1.060 -0.412
H -1.991 1.235 1.460
H -2.020 0.254 0.002
H -1.817 2.031 -0.130
H 0.230 0.069 1.130
H -0.391 -0.663 -0.732
H 1.961 -0.033 -0.208
H 2.462 -1.822 -0.383
F 0.040 -2.623 -0.947
S 1.048 1.891 -0.103

***

<three>
13
Properties=species:S:1:pos:R:3 method="wB97M-V/def2-TZVPD" smiles=C[C@H](F)[C@H]1CS1 charge=0 homo_energy_ev=-8.84
C 1.371 1.293 0.259
C 1.098 -0.281 0.423
C -0.312 -0.764 0.167
C -1.469 -0.305 1.017
H 0.754 1.805 1.000
H 2.408 1.533 0.528
H 1.159 1.556 -0.779
H 1.507 -0.543 1.339
H -0.293 -1.802 -0.194
H -1.066 0.572 1.564
H -2.291 -0.808 1.410
F 1.793 -0.816 -0.573
S -1.403 0.336 -0.682

***

Of them, the most stable is <three> and the least stable is <two>.

***

<one>
20
Properties=species:S:1:pos:R:3 method="wB97M-V/def2-TZVPD" charge=+1 homo_energy_ev=-13.40
C 0.007 -2.125 -0.678
C 0.097 -1.174 -1.716
C 0.517 -1.681 0.500
C 0.295 0.220 -1.572
C 1.121 -0.341 0.627
C 0.754 0.652 -0.395
N -2.437 1.123 0.357
N 1.061 0.321 1.987
S 1.094 2.255 0.079
H -0.333 -3.073 -0.906
H -0.119 -1.582 -2.624
H 0.567 -2.216 1.461
H 0.300 0.784 -2.481
H 2.214 -0.489 0.522
H -3.293 1.230 0.897
H -2.516 1.477 -0.609
H -1.744 1.622 0.779
H 1.481 -0.263 2.682
H -0.003 0.323 2.151
H 0.936 2.937 -1.063

***

<two>
20
Properties=species:S:1:pos:R:3 method="wB97M-V/def2-TZVPD" charge=+1 homo_energy_ev=-13.04
C -1.569 0.779 0.009
C -1.778 0.815 1.343
C -0.331 0.282 -0.716
C -0.334 -1.172 -0.144
C 0.984 0.734 -0.056
C 0.481 -2.183 -0.910
N 0.317 -0.698 1.110
N 1.176 2.024 0.362
S -0.772 -0.252 2.212
H -2.449 1.093 -0.587
H -2.738 1.042 1.943
H -0.413 0.761 -1.711
H -1.309 -1.507 0.092
H 1.870 0.175 -0.235
H -0.217 -2.646 -1.676
H 0.693 -3.007 -0.179
H 1.338 -1.919 -1.440
H 0.502 2.694 0.752
H 2.093 2.133 0.726
H 0.115 0.458 3.175

***

<three>
20
Properties=species:S:1:pos:R:3 method="wB97M-V/def2-TZVPD" smiles=C[N+](C)(C)c1cncs1 charge=+1 homo_energy_ev=-13.95
C -1.418 -1.403 0.035
C -3.280 -0.173 -0.096
C -0.794 -0.209 0.123
C 1.455 -1.125 -0.233
C 1.225 0.736 1.283
C 0.820 1.243 -0.980
N -2.747 -1.337 -0.115
N 0.686 0.142 0.071
S -2.128 1.162 0.171
H -0.943 -2.369 -0.152
H -4.210 0.095 -0.404
H 2.421 -0.693 -0.368
H 1.344 -1.803 0.587
H 1.046 -1.495 -1.116
H 2.294 0.638 1.540
H 0.939 1.760 1.219
H 0.781 0.291 2.158
H 1.776 1.727 -0.930
H 0.699 0.899 -1.953
H 0.034 1.916 -0.839

***

Of them, the most stable is <one> and the least stable is <two>.

***

<one>
20
Properties=species:S:1:pos:R:3 method="wB97M-V/def2-TZVPD" charge=+1 homo_energy_ev=-12.47
C 2.316 1.174 1.059
C 1.533 2.386 0.915
C 1.622 0.010 0.851
C 0.345 1.942 0.316
C 0.337 0.404 0.117
C -0.890 -0.216 0.480
N -0.956 -2.036 -1.903
N -1.870 -0.487 -0.428
S -0.788 -0.970 2.133
H 3.323 1.367 1.420
H 1.892 3.430 0.993
H 1.908 -1.090 0.885
H -0.132 2.470 -0.513
H 0.503 0.203 -0.952
H -0.423 -2.387 -1.107
H -1.552 -2.724 -2.307
H -1.790 0.031 -1.342
H -2.811 -0.891 -0.434
H -0.355 -1.688 -2.537
H -2.212 -0.928 2.354

***

<two>
20
Properties=species:S:1:pos:R:3 method="wB97M-V/def2-TZVPD" charge=+1 homo_energy_ev=-12.41
C 0.455 0.276 -1.217
C -0.752 -0.322 -1.133
C -0.628 -0.247 1.233
C 1.332 0.495 -0.018
C 2.309 1.600 0.199
C -2.673 -1.159 0.176
N -1.305 -0.609 0.109
N 0.471 0.448 1.161
S 2.551 -1.489 0.068
H 0.782 0.545 -2.196
H -1.406 -0.673 -1.921
H -1.262 -0.203 2.160
H 2.560 1.548 1.263
H 1.899 2.638 0.201
H 3.119 1.722 -0.587
H -3.427 -0.394 0.266
H -2.769 -1.867 -0.582
H -2.751 -1.758 1.103
H 0.767 0.989 1.888
H 2.879 -1.635 -1.184

***

Of them, the most stable is <two> and the least stable is <one>.

***

<one>
38
Properties=species:S:1:pos:R:3 method="wB97M-V/def2-TZVPD" smiles=COc1ccc(-c2nnc3sc(COc4ccccc4)nn23)cc1 charge=0 homo_energy_ev=-7.91
C 0.658 7.357 -2.114
H 0.938 8.266 -1.586
O 0.730 6.325 -1.159
C 0.430 5.057 -1.543
C 0.047 4.680 -2.829
C -0.235 3.358 -3.105
C -0.142 2.386 -2.110
C 0.242 2.765 -0.822
C 0.523 4.083 -0.545
H 0.820 4.393 0.444
H 0.318 2.022 -0.042
C -0.444 1.015 -2.436
N -0.811 0.560 -3.615
N -1.012 -0.762 -3.569
C -0.766 -1.132 -2.346
N -0.399 -0.048 -1.573
N -0.118 -0.290 -0.289
C -0.255 -1.537 -0.036
C -0.023 -2.160 1.295
O -0.282 -3.530 1.147
C -0.145 -4.354 2.233
C 0.239 -3.937 3.500
C 0.343 -4.868 4.522
C 0.069 -6.203 4.294
C -0.314 -6.615 3.027
C -0.421 -5.700 2.001
H -0.718 -5.999 1.008
H -0.530 -7.656 2.838
H 0.154 -6.919 5.097
H 0.643 -4.536 5.505
H 0.460 -2.901 3.707
H 1.015 -1.974 1.609
H -0.694 -1.698 2.036
S -0.755 -2.563 -1.377
H -0.532 3.052 -4.095
H -0.034 5.409 -3.620
H 1.356 7.189 -2.940
H -0.356 7.467 -2.511

***

<two>
38
Properties=species:S:1:pos:R:3 method="wB97M-V/def2-TZVPD" smiles="O=C1c2cccc3cccc(c23)C(=O)N1CCCSc1ncn[nH]1" charge=0 homo_energy_ev=-8.40
O -0.208 2.317 2.041
C 0.342 1.476 1.360
N -0.402 0.512 0.696
C 0.095 -0.468 -0.147
O -0.649 -1.240 -0.718
C 1.559 -0.517 -0.301
C 2.131 -1.483 -1.102
C 3.519 -1.543 -1.256
C 4.329 -0.642 -0.614
C 3.782 0.360 0.213
C 4.575 1.308 0.893
C 4.000 2.265 1.688
C 2.611 2.320 1.839
C 1.803 1.410 1.191
C 2.374 0.418 0.369
H 2.151 3.071 2.464
H 4.617 2.985 2.204
H 5.649 1.265 0.776
H 5.402 -0.688 -0.733
H 3.949 -2.307 -1.886
H 1.488 -2.190 -1.603
C -1.847 0.576 0.876
C -2.492 1.628 -0.040
C -3.756 1.121 -0.718
H -4.316 1.947 -1.157
H -4.389 0.557 -0.037
S -3.378 0.008 -2.121
C -3.447 -1.532 -1.336
N -3.903 -1.789 -0.126
C -3.769 -3.128 -0.026
N -3.272 -3.703 -1.091
N -3.070 -2.678 -1.934
H -2.641 -2.811 -2.835
H -4.050 -3.668 0.854
H -2.732 2.521 0.541
H -1.775 1.924 -0.810
H -2.244 -0.416 0.659
H -2.036 0.817 1.923

***

Of them, the most stable is <two> and the least stable is <one>.